Run a
ORCA calculation (wB97M-V/def2-TZVPD) on a molecular structure, C9H19F4N3O9RbS4.

Last column: Mulliken charge in e.
Geometry (Å):
Rb (0.2962, 0.8001, -2.0601)  0.9310
N (5.3857, 0.6227, -3.9673)  -0.3479
S (6.0890, 1.8109, -3.2533)  1.1222
O (6.8417, 1.4605, -2.0780)  -0.5868
O (5.4742, 3.1188, -3.3597)  -0.5601
F (7.2728, 1.9411, -4.3666)  -0.3230
S (4.0766, 0.5712, -2.8639)  1.0819
O (2.8248, 0.9043, -3.5136)  -0.5764
O (4.2085, 0.8492, -1.4554)  -0.5277
F (3.9828, -1.0124, -2.7856)  -0.2819
N (-0.5633, 3.1736, -3.5399)  -0.2231
S (-1.1908, 3.9304, -2.1773)  1.0660
O (-2.0262, 5.0865, -2.3849)  -0.5916
O (-0.4313, 3.8007, -0.9612)  -0.5327
F (-2.2909, 2.7645, -1.8996)  -0.2903
S (0.4753, 4.2656, -3.8851)  1.1160
O (1.6912, 4.2813, -3.1299)  -0.5197
O (-0.0282, 5.4724, -4.4718)  -0.6174
F (0.8720, 3.4604, -5.2664)  -0.3459
C (-1.2541, -3.6904, 1.2006)  -1.5966
C (-2.0859, -2.3997, 1.1378)  1.4884
C (-3.0266, -2.3705, 2.3408)  -1.2278
C (-2.3870, -1.9830, 3.6908)  -0.7323
C (-1.7142, -0.6073, 3.5569)  -1.2445
C (-0.7600, -0.5350, 2.3260)  1.6314
N (-1.2766, -1.1895, 1.1259)  0.0948
O (-0.4716, -1.0985, -0.0155)  -0.1947
C (-0.5638, 0.9545, 2.0235)  -1.8560
C (0.6047, -1.1104, 2.7231)  -1.7142
C (-2.9943, -2.3937, -0.1081)  -1.8986
H (-0.9718, -4.0171, 0.1923)  0.4777
H (-1.8424, -4.5436, 1.5430)  0.3713
H (-0.3455, -3.6122, 1.7928)  0.2431
H (-3.7462, -1.5835, 2.0928)  0.3597
H (-3.5524, -3.3186, 2.4347)  0.5355
H (-1.6465, -2.7444, 3.9609)  0.3056
H (-3.1221, -2.0778, 4.4902)  0.4195
H (-1.1197, -0.3402, 4.4283)  0.4684
H (-2.4896, 0.1515, 3.4383)  0.3640
H (0.1978, 1.1730, 1.2723)  0.3007
H (-1.4642, 1.4848, 1.7053)  0.4380
H (-0.2444, 1.5126, 2.9086)  0.4096
H (1.0131, -0.7024, 3.6473)  0.4275
H (0.5499, -2.1830, 2.9357)  0.3228
H (1.3047, -1.0271, 1.8900)  0.3590
H (-3.5774, -1.4744, -0.1663)  0.4324
H (-3.5951, -3.3057, -0.0902)  0.3905
H (-2.5107, -2.4090, -1.0889)  0.3428
H (0.1318, -1.8614, 0.0305)  0.2894

Multiplicity: 1
Net charge: -1
Kohn-Sham gap: 8.31 eV
HOMO: -0.251 hartree

***

Run b
ORCA calculation (wB97M-V/def2-TZVPD) on a molecular structure, C9H19F4N3O9RbS4.

Last column: Mulliken charge in e.
Geometry (Å):
Rb (2.1915, -0.8072, 1.0414)  0.8669
N (1.3086, 0.4158, 5.1985)  -0.4291
S (1.2686, 1.6478, 4.2497)  1.1217
O (0.1673, 2.5436, 4.4094)  -0.5947
O (1.7807, 1.6364, 2.8882)  -0.4987
F (2.3527, 2.3582, 5.1743)  -0.3227
S (-0.0588, -0.1528, 4.3583)  1.0289
O (0.0884, -0.4864, 2.9116)  -0.2902
O (-1.4139, 0.1711, 4.9858)  -0.6009
F (0.2985, -1.5817, 4.8802)  -0.2592
N (6.4205, -0.2726, 1.6895)  -0.3403
S (5.7094, 0.9010, 0.7427)  1.0413
O (4.2820, 1.0699, 0.9565)  -0.4450
O (6.3159, 1.2639, -0.5651)  -0.5527
F (6.2139, 2.1638, 1.6288)  -0.2969
S (6.1874, -1.2962, 0.5436)  1.0710
O (7.1596, -1.2733, -0.5892)  -0.5923
O (4.7765, -1.6035, 0.2412)  -0.5982
F (6.7349, -2.5875, 1.2819)  -0.2730
C (0.3497, 1.1348, -1.4931)  -1.3228
C (-1.1905, 0.8899, -1.7222)  1.3065
C (-1.3559, 0.4725, -3.1744)  -0.9959
C (-2.7018, -0.2775, -3.4496)  -0.7620
C (-2.8847, -1.5221, -2.6473)  -1.0051
C (-2.6879, -1.2101, -1.1256)  1.3885
N (-1.5140, -0.3073, -0.8860)  -0.0796
O (-1.2280, -0.0777, 0.4514)  -0.0630
C (-3.9772, -0.7200, -0.4992)  -1.8170
C (-2.2246, -2.5045, -0.4094)  -1.7265
C (-2.0350, 2.2011, -1.4309)  -1.7322
H (0.4908, 2.2050, -1.6444)  0.3567
H (1.0247, 0.5080, -2.0759)  0.3615
H (0.6141, 1.0600, -0.4383)  -0.0045
H (-1.4543, 1.4224, -3.6998)  0.3636
H (-0.5016, -0.0905, -3.5505)  0.3833
H (-2.6658, -0.4322, -4.5280)  0.3773
H (-3.5424, 0.3671, -3.1928)  0.2921
H (-2.1840, -2.2882, -2.9791)  0.3939
H (-3.8884, -1.9261, -2.7798)  0.4604
H (-3.8943, -0.7452, 0.5873)  0.5069
H (-4.3023, 0.2978, -0.7148)  0.2770
H (-4.8178, -1.3881, -0.6865)  0.4589
H (-2.7446, -3.3618, -0.8369)  0.4279
H (-1.1924, -2.8498, -0.4675)  0.3563
H (-2.3586, -2.5583, 0.6710)  0.3223
H (-3.0614, 2.0034, -1.7398)  0.3539
H (-1.6782, 3.0504, -2.0135)  0.5004
H (-2.0790, 2.4416, -0.3687)  0.3319
H (-2.0986, 0.0952, 0.8172)  0.2534

Multiplicity: 1
Net charge: -1
Kohn-Sham gap: 8.42 eV
HOMO: -0.241 hartree

***

Which is the most stable structure? run a is the most stable.

***

Run a
ORCA calculation (wB97M-V/def2-TZVPD) on 2 unconnected molecules or ions with the total composition C4H10NO3.

Last column: Mulliken charge in e.
Geometry (Å):
C (2.2867, -0.2597, 1.1750)  -0.3623
O (2.7923, 0.5147, 2.1255)  -0.8618
C (1.0418, 0.3954, 0.5176)  -0.8843
C (0.1821, -0.2706, -0.5874)  -0.1962
C (-1.2071, -0.6559, -0.2836)  0.4588
N (-1.3424, -1.4940, 0.7957)  -0.4089
O (-2.2045, -0.2854, -0.8982)  -0.7733
H (2.9329, -0.4181, 0.2581)  0.1515
H (2.0941, -1.3581, 1.3473)  0.1437
H (0.3921, 0.7651, 1.3280)  0.3770
H (1.4352, 1.3558, 0.1546)  0.3924
H (-0.0176, 0.5328, -1.3143)  0.1914
H (0.7115, -1.0711, -1.1010)  0.2841
H (-2.2940, -1.6861, 1.0467)  0.2353
H (-0.5775, -1.5696, 1.4417)  0.2629
H (-2.1409, 1.3783, -1.3466)  0.3848
H (-2.0739, 1.9103, -2.7920)  0.2891
O (-2.0110, 2.2162, -1.8670)  -0.6842

Multiplicity: 1
Net charge: -1
Kohn-Sham gap: 6.10 eV
HOMO: -0.098 hartree

***

Run b
ORCA calculation (wB97M-V/def2-TZVPD) on 2 unconnected molecules or ions with the total composition C4H10NO3.

Last column: Mulliken charge in e.
Geometry (Å):
O (-3.4441, -0.2029, 0.5421)  -0.7372
C (-2.2898, 0.2068, 0.3889)  0.3545
O (-1.7971, 1.3087, 0.7406)  -0.7520
C (-1.3386, -0.7165, -0.4577)  -0.5349
C (0.0973, -0.7668, 0.0415)  -0.0293
C (1.1158, -0.9140, -1.0470)  -0.4131
N (2.5269, -0.7443, -0.5502)  -0.6832
H (-1.4318, -0.2622, -1.4558)  0.2125
H (-1.7699, -1.7200, -0.4495)  0.2669
H (0.1835, -1.4554, 0.8879)  0.3253
H (0.2895, 0.1906, 0.5168)  -0.0722
H (1.1092, -1.8634, -1.5797)  0.2640
H (0.9590, -0.1053, -1.7559)  0.3143
H (2.5253, -0.3494, 0.3822)  0.2662
H (2.9937, -0.0674, -1.1390)  0.2260
H (-0.3381, 2.1732, 1.0509)  0.4113
H (0.2588, 2.5410, 2.4125)  0.2823
O (0.3505, 2.7474, 1.4714)  -0.7013

Multiplicity: 1
Net charge: -1
Kohn-Sham gap: 8.36 eV
HOMO: -0.165 hartree

***

Run c
ORCA calculation (wB97M-V/def2-TZVPD) on 2 unconnected molecules or ions with the total composition C4H10NO3.

Last column: Mulliken charge in e.
Geometry (Å):
C (-1.6092, -2.0232, 0.6639)  -1.0820
C (-0.1575, -2.1496, 0.9320)  0.5488
N (0.7064, -1.0601, 0.9713)  -0.2113
C (0.7397, -0.2313, -0.3712)  -0.3581
C (2.0304, 0.8744, -0.0170)  -0.4111
O (1.5705, 2.0526, -0.5494)  -0.8772
O (0.2670, -3.2104, 1.4993)  -0.6886
H (-1.8941, -0.9937, 0.5723)  0.3356
H (-2.4262, -2.3104, 1.2403)  0.4176
H (-1.8939, -2.4884, -0.3427)  0.2300
H (1.5990, -1.2205, 1.4377)  0.2604
H (0.9459, -0.7020, -1.3455)  0.2034
H (-0.2888, 0.1258, -0.4440)  0.2119
H (2.2041, 0.9550, 1.0534)  0.2325
H (2.8715, 0.4066, -0.5806)  0.1992
H (-0.8591, 3.9266, -1.2544)  0.3792
H (-1.9941, 3.7471, -2.0923)  0.2876
O (-1.8118, 4.3018, -1.3731)  -0.6777

Multiplicity: 1
Net charge: -1
Kohn-Sham gap: 6.20 eV
HOMO: -0.097 hartree

***

Which is the most stable structure? run b is the most stable.

***

Run a
ORCA calculation (wB97M-V/def2-TZVPD) on a single C9H9NS molecule.

Last column: Mulliken charge in e.
Geometry (Å):
C (2.5578, 0.0723, -1.7976)  0.5922
C (1.5917, 0.3313, -1.2190)  -1.6388
C (-0.7529, -3.1135, -0.2457)  -0.3631
C (-0.1580, -3.3531, 1.0201)  -0.3572
C (-0.1026, -1.0715, 0.0166)  -0.1212
C (0.1607, 2.0496, 1.7047)  -1.0555
C (0.7360, 1.1054, 0.9877)  -0.7610
C (-0.9209, 1.0947, -0.8970)  -1.4708
C (0.2109, 0.3289, -0.2435)  2.2615
N (-0.6007, -1.9169, -0.8071)  -0.5122
S (0.3690, -1.7760, 1.6178)  -0.0556
H (3.5364, 0.1660, -2.2870)  0.4516
H (-1.2877, -3.6941, -0.9637)  0.4524
H (-0.1250, -4.2672, 1.6239)  0.3886
H (0.8356, 2.3787, 2.3798)  0.3544
H (-0.8324, 2.3399, 1.5921)  0.2629
H (1.6144, 0.6261, 1.3688)  0.5205
H (-1.7294, 1.2666, -0.0571)  0.2327
H (-0.5474, 2.1141, -1.1419)  0.4006
H (-1.2983, 0.5130, -1.7630)  0.4179

Multiplicity: 1
Net charge: 0
Structure (SMILES): C#C[C@](C)(C=C)c1nccs1
Kohn-Sham gap: 9.53 eV
HOMO: -0.329 hartree

***

Run b
ORCA calculation (wB97M-V/def2-TZVPD) on a single C9H9NS molecule.

Last column: Mulliken charge in e.
Geometry (Å):
C (-0.6133, 1.4124, -2.4981)  -0.8793
C (0.3150, 1.2291, -3.5251)  -0.5852
C (-0.4108, 0.7899, -1.2986)  -0.4553
C (1.3969, 0.4280, -3.3024)  -0.4453
C (0.6900, -0.0549, -1.0282)  1.2089
C (1.6564, -0.2570, -2.0894)  -0.0962
C (-0.5618, -1.1045, 3.6143)  -0.9366
C (0.2159, -1.1539, 2.5145)  -0.0619
C (-0.0938, -0.4980, 1.3093)  0.1212
N (0.7406, -0.6057, 0.2443)  -0.0646
S (3.1239, -1.1878, -2.2294)  -0.3221
H (-1.4798, 2.0398, -2.6399)  0.3719
H (0.1780, 1.7191, -4.4763)  0.3709
H (-1.1308, 0.9577, -0.5146)  0.1216
H (2.1245, 0.2848, -4.0874)  0.3987
H (-0.2866, -1.6138, 4.5195)  0.2872
H (-1.4857, -0.5513, 3.6202)  0.2782
H (1.1374, -1.7233, 2.5384)  0.2544
H (-0.9862, 0.0937, 1.2260)  0.2263
H (1.5599, -1.1922, 0.3956)  0.2074

Multiplicity: 1
Net charge: 0
Kohn-Sham gap (alpha / beta): 7.24 / 4.97 eV
HOMO (alpha / beta): -0.289 / -0.249 hartree

***

Which is the most stable structure? run b is the most stable.